[1]
Computed, not measured: one molecule with the formula C4H11N5 at a distorted geometry, with ωB97M-V/def2-TZVPD.

```
20
Properties=species:S:1:pos:R:3:forces:R:3
H 1.9869 -1.2006 -0.4834 -0.1 -0.1 0.3
N 1.8928 -1.2041 0.5339 -1.2 1.1 -0.1
C 0.7151 -0.8005 0.8968 0.8 -2.2 -1.1
N 0.4096 -0.8894 2.2333 -0.6 0.8 0.2
C -0.5111 -0.6248 -0.0911 -0.6 0.8 1.0
N -1.7836 -1.0110 0.5792 0.5 -0.3 -0.3
C -0.5815 0.8727 -0.4427 2.6 0.7 -0.3
N -1.5901 1.6398 0.0760 -0.5 -0.5 0.7
N 0.4113 1.4904 -0.9903 -1.6 0.2 -0.6
C 1.3425 0.9225 -1.9376 0.2 0.0 0.6
H 1.2008 -1.0228 2.8509 0.0 0.1 -0.3
H -0.2937 -0.2444 2.5776 0.1 -0.3 -0.1
H -0.3492 -1.2330 -0.9829 0.4 0.1 0.0
H -2.5171 -1.0211 -0.1301 0.1 0.0 0.2
H -1.6908 -1.9676 0.9233 -0.1 0.3 0.0
H -1.4013 2.6334 0.1117 0.1 -0.2 -0.2
H -2.0813 1.2432 0.8697 0.0 0.1 -0.2
H 1.4543 1.5987 -2.7918 -0.2 -0.1 0.1
H 1.0513 -0.0578 -2.3218 0.1 -0.2 0.0
H 2.3352 0.8763 -1.4807 0.0 -0.2 0.0
```
Positions in Å, forces in eV/Å.

Lowest unoccupied orbital energy: 0.029 hartree
SMILES: [H]/N=C(/N)[C@@H](N)/C(N)=N\C
HOMO: -8.54 eV
ΔE to the lowest compared entry with this formula, charge and spin: 1.9 kcal/mol
DFT total energy: -11776.469 eV
Gap between HOMO and LUMO: 9.3406 eV
Spin multiplicity: 1

Table of Löwdin atomic charges, one value per atom, all in e: H 0.020; N 0.111; C -0.433; N 0.105; C -0.235; N 0.018; C -0.406; N 0.117; N 0.002; C -0.163; H 0.099; H 0.092; H 0.129; H 0.085; H 0.082; H 0.100; H 0.076; H 0.068; H 0.063; H 0.070

[2]
Computed, not measured: C21H29AsN4O2ReSe4 as an isolated structure, with ωB97M-V/def2-TZVPD.

```
62
Properties=species:S:1:pos:R:3:forces:R:3
Re -0.8311 1.4735 -0.3950 0.0 -0.1 0.3
C -3.6606 4.6291 -0.7961 0.0 0.0 0.0
C -3.1704 3.2526 -0.4830 0.0 0.1 0.0
O -1.8987 3.1738 -0.2547 0.0 0.0 -0.1
C -4.0528 2.1875 -0.4076 0.1 -0.2 0.1
C -3.7490 0.9702 0.2378 -0.1 0.2 -0.2
C -4.8608 0.1547 0.8221 0.0 0.0 0.0
N -2.4939 0.6083 0.4290 0.2 -0.1 0.2
N -2.2796 -0.2536 1.5062 0.0 0.1 -0.1
C -1.1170 0.0066 2.0057 0.0 -0.1 0.0
O -0.3262 0.9330 1.4874 0.0 0.0 0.0
C -0.6222 -0.7233 3.1925 0.0 0.0 0.0
C 0.5158 -0.2771 3.8578 0.0 0.0 0.0
C 0.9851 -0.9614 4.9690 0.0 0.0 0.0
C 0.3250 -2.0964 5.4166 0.0 0.0 0.0
C -0.8106 -2.5445 4.7534 0.0 0.0 0.0
C -1.2848 -1.8627 3.6456 0.0 0.0 0.0
H -3.1854 4.9664 -1.7188 0.0 0.0 0.0
H -4.7426 4.6625 -0.8987 0.0 0.0 0.0
H -3.3420 5.3112 -0.0069 0.0 0.0 0.0
H -5.0938 2.3931 -0.6079 0.0 0.0 0.0
H -5.7950 0.3952 0.3191 0.0 0.0 0.0
H -4.6506 -0.9095 0.7456 0.0 0.0 0.0
H -4.9672 0.3871 1.8829 0.0 0.0 0.0
H 1.0233 0.6093 3.5021 0.0 0.0 0.0
H 1.8677 -0.6074 5.4852 0.0 0.0 0.0
H 0.6935 -2.6328 6.2813 0.0 0.0 0.0
H -1.3263 -3.4303 5.1006 0.0 0.0 0.0
H -2.1692 -2.2011 3.1226 0.0 0.0 0.0
Se -1.2186 1.3059 -2.7370 -0.1 -0.1 -0.2
Se -0.1543 3.0460 -3.9874 0.0 0.1 0.0
Se -0.6413 5.1297 -3.0862 0.0 -0.1 -0.1
Se 1.0540 5.7395 -1.6549 0.1 0.0 0.1
N 2.0682 2.3420 -1.2174 -0.1 0.0 0.0
N 0.9298 2.7153 -0.4017 0.0 -0.1 0.0
H 2.6500 3.1784 -1.2787 0.0 0.0 0.0
H 1.6855 2.2589 -2.1586 0.0 0.0 0.0
H 0.7009 3.7118 -0.6066 0.0 0.1 0.0
H 1.2535 2.6796 0.5632 0.0 0.1 0.0
C -0.2875 -2.3340 -0.5213 0.0 0.0 0.0
As 0.6232 -0.6358 -0.7561 -0.1 0.1 -0.1
C 2.1152 -0.8293 0.4592 0.0 0.0 0.0
C 1.4533 -0.8623 -2.5213 0.0 0.0 0.1
C 2.5195 -1.9136 -2.5450 0.0 0.0 0.0
C 2.2129 -3.2464 -2.8105 0.0 0.0 0.0
C 3.2026 -4.2191 -2.7970 0.0 0.0 0.0
C 4.5172 -3.8719 -2.5210 0.0 0.0 0.0
C 4.8358 -2.5451 -2.2659 0.0 0.0 0.0
C 3.8449 -1.5756 -2.2782 0.0 0.0 0.0
H 0.4041 -3.1604 -0.6797 0.0 0.0 0.0
H -1.1142 -2.3939 -1.2287 0.0 0.0 0.0
H -0.6892 -2.3835 0.4893 0.0 0.0 0.0
H 2.6414 -1.7599 0.2531 0.0 0.0 0.0
H 1.7388 -0.8336 1.4800 0.0 0.0 0.0
H 2.7871 0.0159 0.3166 0.0 0.0 0.0
H 1.8561 0.1161 -2.7803 0.0 0.0 0.0
H 0.6440 -1.0841 -3.2159 0.0 0.0 0.0
H 1.1906 -3.5229 -3.0432 0.0 0.0 0.0
H 2.9470 -5.2493 -3.0096 0.0 0.0 0.0
H 5.2907 -4.6285 -2.5134 0.0 0.0 0.0
H 5.8609 -2.2641 -2.0608 0.0 0.0 0.0
H 4.0973 -0.5400 -2.0793 0.0 0.0 0.0
```
Positions in Å, forces in eV/Å.

Lowest unoccupied orbital energy (alpha / beta): -0.048 / -0.052 hartree
HOMO (alpha / beta): -6.47 / -6.45 eV
ΔE to the lowest compared entry with this formula, charge and spin: 18.9 kcal/mol
DFT total energy: -356658.060 eV
Expectation value of S²: 0.769
Gap between HOMO and LUMO (alpha / beta): 5.1569 / 5.0372 eV
Spin multiplicity: 2

Table of Löwdin atomic charges, one value per atom, all in e: Re 1.044; C -0.008; C -0.433; O -0.241; C -0.007; C -0.299; C -0.021; N -0.144; N 0.105; C -0.457; O -0.269; C -0.162; C -0.038; C -0.071; C -0.081; C -0.075; C -0.030; H 0.036; H 0.083; H 0.102; H 0.111; H 0.082; H 0.081; H 0.095; H 0.115; H 0.106; H 0.104; H 0.104; H 0.110; Se 0.154; Se 0.004; Se -0.127; Se -0.118; N -0.028; N -0.214; H 0.050; H -0.029; H -0.085; H 0.099; C -0.247; As 1.057; C -0.239; C -0.328; C -0.313; C -0.062; C -0.081; C -0.091; C -0.079; C -0.062; H 0.026; H 0.038; H 0.015; H 0.036; H 0.010; H 0.028; H 0.053; H 0.058; H 0.111; H 0.103; H 0.101; H 0.104; H 0.116

[3]
Computed, not measured: a 2-piece molecular cluster, C3H8 overall, with ωB97M-V/def2-TZVPD.

```
11
Properties=species:S:1:pos:R:3:forces:R:3
C -2.0312 -0.4609 1.0308 -0.1 0.3 -0.5
C -1.8878 0.7220 0.4518 -0.2 0.2 0.6
H -1.5187 -0.6827 1.9561 0.3 -0.4 -0.2
H -2.6913 -1.1747 0.5527 -0.2 -0.1 0.6
H -1.1407 1.4196 0.8097 -0.2 0.2 0.1
H -2.6079 1.0781 -0.2730 0.4 -0.2 -0.5
C 2.3675 -0.1801 -0.9114 0.2 0.0 0.2
H 3.4408 -0.1938 -1.0896 0.0 0.0 -0.1
H 2.1688 -0.8017 -0.0409 -0.1 0.0 0.0
H 1.8442 -0.5665 -1.7805 0.0 0.0 0.0
H 2.0565 0.8407 -0.7057 -0.1 0.0 0.0
```
Positions in Å, forces in eV/Å.

Lowest unoccupied orbital energy: 0.043 hartree
SMILES: C=C.C
HOMO: -10.06 eV
ΔE to the lowest compared entry with this formula, charge and spin: 27.0 kcal/mol
DFT total energy: -3239.584 eV
Gap between HOMO and LUMO: 11.2387 eV
Spin multiplicity: 1

Table of Löwdin atomic charges, one value per atom, all in e: C -0.083; C -0.089; H 0.044; H 0.044; H 0.042; H 0.044; C -0.051; H 0.012; H 0.013; H 0.014; H 0.011